Run P
C4H14O3 | wB97M-V/def2-TZVPD

Frontier orbital gap: 9.654 eV
SMILES string: C/C=C/C.O.O.O
Molecular weight: 110.2 g mol⁻¹

Cartesian coordinates (Å):
C -1.198 -0.054 1.607
O 0.659 1.411 -2.592
H 0.419 0.027 0.042
H 2.507 -1.426 0.086
H -0.026 0.731 -2.623
C 0.713 -1.565 1.295
H -2.718 -0.010 -2.015
H -1.492 -0.838 2.302
H -0.113 2.591 -1.200
H 1.286 1.191 -3.285
O -1.868 0.337 -1.725
O -0.158 3.136 -0.400
C 0.152 -0.391 1.011
C 2.069 -2.034 0.872
H -1.030 0.879 2.141
H 2.690 -1.880 1.762
H 2.106 -3.085 0.608
H -2.069 0.680 -0.845
H -0.031 2.511 0.321
H 0.084 -2.330 1.754
H -1.981 0.121 0.883

=====

Run Q
C4H14O3 | wB97M-V/def2-TZVPD

Frontier orbital gap: 9.829 eV
SMILES string: C/C=C/C.O.O.O
Molecular weight: 110.2 g mol⁻¹

Cartesian coordinates (Å):
H -4.138 0.328 -0.274
H 2.672 -1.663 0.589
C -3.099 0.274 -0.590
H -2.433 0.382 1.487
C -0.260 1.983 1.441
C -2.128 0.705 0.483
H -0.930 1.959 -0.696
H 2.845 -3.292 -1.492
H 3.551 -2.242 -2.076
O 3.019 -2.360 -1.288
H 0.348 0.330 -0.648
O 0.970 0.242 -1.401
O 2.792 -1.838 1.529
H -3.019 0.999 -1.413
H -0.566 2.970 1.839
H 0.499 -0.548 -1.683
C -1.153 1.587 0.301
H -2.890 -0.706 -1.047
H 3.390 -2.592 1.458
H -0.251 1.377 2.349
H 0.782 2.105 1.133

=====

Each structure's energy above the most stable one, in kcal/mol: run P 0.0; run Q 1.5.

=====

Run P
C3H11NO2 | wB97M-V/def2-TZVPD

Frontier orbital gap: 9.917 eV
SMILES string: C[C@@H](O)CN.O
Molecular weight: 93.1 g mol⁻¹

Cartesian coordinates (Å):
C 1.958 -0.440 1.290
H 0.097 1.832 -0.376
H -2.254 -1.313 -0.033
C 0.740 0.984 -0.598
H 2.677 -0.783 0.478
H 1.783 1.260 -0.698
H 2.413 0.356 1.881
H 0.267 -0.943 -0.034
H 0.748 1.105 -2.656
H 1.823 -1.360 1.878
H -2.983 -1.881 -1.244
C 0.702 -0.109 0.548
O -0.343 0.270 1.516
H -0.710 0.466 -2.057
H 0.158 0.952 1.978
O -2.925 -1.101 -0.688
N 0.282 0.575 -1.944

=====

Run Q
C3H11NO2 | wB97M-V/def2-TZVPD

Frontier orbital gap: 9.437 eV
SMILES string: NCCCO.O
Molecular weight: 93.1 g mol⁻¹

Cartesian coordinates (Å):
C -1.071 -0.978 1.285
H -2.652 -1.099 2.690
O 2.831 2.613 -2.157
H 0.967 -1.361 -0.453
H -1.273 0.846 0.083
C -0.515 0.161 0.407
H -0.686 -1.046 -1.256
H 0.254 0.690 1.017
H 3.757 2.233 -2.129
H -1.719 -1.697 0.649
H -0.080 -1.448 1.526
N -1.757 -0.674 2.473
H 2.337 1.796 -2.100
O 0.757 0.284 -1.794
H 0.043 0.084 -2.389
C 0.229 -0.541 -0.798
H -1.422 0.139 2.946

=====

Each structure's energy above the most stable one, in kcal/mol: run P 0.0; run Q 13.3.

=====

Run P
C6H7FO | wB97M-V/def2-TZVPD

Frontier orbital gap: 9.780 eV
SMILES string: C#C/C(=C/F)OCC
Molecular weight: 114.1 g mol⁻¹

Cartesian coordinates (Å):
H -1.444 0.868 0.817
C 2.289 -0.431 -0.006
C -2.312 -0.970 0.021
H -2.403 -1.421 1.026
H -2.017 -1.740 -0.748
C -1.313 0.172 -0.018
H -3.335 -0.501 -0.262
H 4.057 -1.836 -0.110
O -0.024 -0.471 0.051
F 0.165 2.585 -0.012
H 2.106 2.159 0.101
C 1.077 0.327 0.061
C 3.287 -1.093 0.009
C 1.167 1.656 0.030
H -1.302 0.696 -0.959

=====

Run Q
C6H7FO | wB97M-V/def2-TZVPD

Frontier orbital gap: 10.643 eV
SMILES string: C=C[C@@H]1O[C@@H]1/C=C\F
Molecular weight: 114.1 g mol⁻¹

Cartesian coordinates (Å):
H -0.227 2.605 -2.010
C 1.621 -1.286 0.749
H -1.501 0.459 1.013
C 2.033 -2.276 -0.027
C -0.112 0.875 -0.654
C -0.650 -0.005 0.459
C -0.570 2.043 -1.099
H 1.372 -2.953 -0.479
C 0.188 -0.979 1.070
O -0.810 -1.328 0.096
F -1.592 2.676 -0.474
H 3.095 -2.434 -0.133
H 0.730 0.459 -1.200
H 2.358 -0.613 1.190
H -0.077 -1.209 2.126

=====

Run R
C6H7FO | wB97M-V/def2-TZVPD

Frontier orbital gap: 10.113 eV
SMILES string: C=C(F)C(=C)[C@H]1CO1
Molecular weight: 114.1 g mol⁻¹

Cartesian coordinates (Å):
H -0.796 -0.937 -1.350
C -0.953 -0.278 -0.483
H -2.520 -1.418 0.574
C 1.853 -1.399 -0.105
C 0.103 1.868 -0.013
H -0.888 2.337 -0.117
F 2.597 0.817 0.039
H -1.874 0.033 1.569
C 0.242 0.551 -0.187
C -1.942 -0.506 0.607
H 2.863 -1.777 0.055
C 1.612 -0.102 -0.155
H 0.912 2.481 0.288
H 1.036 -2.091 -0.242
O -2.244 0.421 -0.480

=====

Each structure's energy above the most stable one, in kcal/mol: run P 16.9; run Q 4.3; run R 0.0.

=====

Run P
C3H6N2S | wB97M-V/def2-TZVPD

Frontier orbital gap: 9.330 eV
SMILES string: NN1CCC1=S
Molecular weight: 102.2 g mol⁻¹

Cartesian coordinates (Å):
H -2.408 -0.556 0.904
C -1.780 -0.567 0.001
C 0.309 -0.349 -0.014
S 1.909 -0.006 0.002
H -0.402 2.209 -0.809
H -2.392 -0.574 -0.874
H -0.415 2.168 0.818
N -0.763 0.465 0.000
H -0.538 -2.191 -0.925
N -0.888 1.842 0.000
H -0.466 -2.192 0.931
C -0.591 -1.571 -0.001

=====

Run Q
C3H6N2S | wB97M-V/def2-TZVPD

Frontier orbital gap: 8.933 eV
Molecular weight: 102.2 g mol⁻¹

Cartesian coordinates (Å):
C -0.820 1.624 -0.669
S 1.069 -1.239 1.035
H -1.916 1.549 -0.932
H -0.218 2.268 -1.448
H -1.297 1.555 1.552
H -1.616 -1.259 -1.796
N -0.460 0.219 -0.772
C 0.100 -0.047 0.508
C -0.393 1.513 0.892
H 0.627 -1.341 -1.649
N -0.472 -0.698 -1.820
H 0.521 1.872 1.465

=====

Run R
C3H6N2S | wB97M-V/def2-TZVPD

Frontier orbital gap: 9.254 eV
SMILES string: S=CNN1CC1
Molecular weight: 102.2 g mol⁻¹

Cartesian coordinates (Å):
C -0.396 -0.686 -1.640
N 0.691 -0.559 -0.864
S -1.963 -0.227 -1.403
H 0.274 -0.364 2.426
H 1.541 -0.942 -1.232
C -0.136 -0.127 1.432
H -1.104 -0.606 1.160
H -0.126 -1.175 -2.552
H -0.611 1.576 0.142
N 0.886 -0.002 0.403
C 0.159 1.193 0.810
H 0.785 1.920 1.316

=====

Each structure's energy above the most stable one, in kcal/mol: run P 0.0; run Q 75.1; run R 21.6.

=====

Run P
C3H6N2S | wB97M-V/def2-TZVPD

Frontier orbital gap: 8.781 eV
SMILES string: C=CN/C=N/S
Molecular weight: 102.2 g mol⁻¹

Cartesian coordinates (Å):
N 0.819 -1.090 -1.012
H 1.882 -2.414 1.996
C 1.227 -1.720 0.098
N -0.580 0.269 0.203
H -1.267 2.140 1.250
C 1.396 -1.438 1.470
H 0.876 -0.696 2.001
H 1.357 -2.764 -0.452
H 0.441 0.956 -1.778
H 1.620 -1.422 -1.691
C 0.289 0.136 -0.833
S -1.503 1.755 -0.005

=====

Run Q
C3H6N2S | wB97M-V/def2-TZVPD

Frontier orbital gap: 9.233 eV
SMILES string: N/C=C\C=N/S
Molecular weight: 102.2 g mol⁻¹

Cartesian coordinates (Å):
C 1.150 -0.185 0.235
C -0.835 1.272 -0.378
H 1.989 -0.281 0.867
H 1.515 -2.083 -0.480
H 0.123 -1.296 -1.107
S -2.126 -0.882 0.203
N -1.933 0.647 -0.552
C 0.421 0.959 0.386
H -0.820 2.285 -0.765
H 0.777 1.775 1.019
H -1.221 -0.941 1.190
N 0.960 -1.271 -0.618

=====

Each structure's energy above the most stable one, in kcal/mol: run P 60.5; run Q 0.0.

=====

Run P
C3H6N2S | wB97M-V/def2-TZVPD

Frontier orbital gap: 8.227 eV
SMILES string: C=[NH+][S-].CC#N
Molecular weight: 102.2 g mol⁻¹

Cartesian coordinates (Å):
C 2.409 0.904 0.124
N 0.709 -0.928 -0.673
N -1.741 -0.208 -0.269
S -1.906 1.374 -0.451
C -2.477 -1.118 0.253
H 3.336 0.692 -0.368
H -3.361 -0.790 0.765
H -0.774 -0.530 -0.780
H -1.999 -2.080 0.339
H 2.510 0.884 1.270
H 1.876 1.919 0.047
C 1.417 -0.121 -0.256

=====

Run Q
C3H6N2S | wB97M-V/def2-TZVPD

Frontier orbital gap: 7.498 eV
Molecular weight: 102.2 g mol⁻¹

Cartesian coordinates (Å):
H 2.990 0.283 0.382
C 0.448 0.361 -0.053
S -2.912 0.403 0.052
H 0.272 -1.547 -0.054
H 2.006 -1.222 -0.181
H 0.703 2.172 0.068
C -0.482 -0.689 0.112
N 0.088 1.508 -0.185
N 1.756 -0.215 0.048
H -0.857 1.627 0.249
C -1.825 -0.838 -0.136
H -2.185 -1.843 -0.302

=====

Each structure's energy above the most stable one, in kcal/mol: run P 0.0; run Q 36.9.